Here is a molecular structure, C4H7NO from OMol25. Energies are from the ωB97M-V functional and the def2-TZVPD basis.

Values from the calculation:
DFT total energy = -7795.1747 eV
energy relative to the best compared isomer or geometry (same formula, charge and spin) = 103.1 kcal per mole
spin multiplicity = 1
frontier orbital gap = 9.8 eV

```
13
Properties=species:S:1:pos:R:3:mulliken_charge:R:1
O 1.798 0.771 0.318 -0.555
N -0.878 0.470 1.132 -0.590
C -0.437 0.848 -0.670 -0.556
C 0.924 0.197 -0.617 -0.044
C -1.036 -0.498 0.178 0.047
C 0.276 -1.142 -0.208 -0.682
H -1.986 -1.040 0.074 0.400
H -0.455 1.946 -0.594 0.321
H -1.825 0.798 1.388 0.249
H 0.089 -1.780 -1.073 0.288
H 1.473 0.121 -1.565 0.414
H 0.837 -1.666 0.564 0.301
H 1.221 0.975 1.074 0.406
```

Here is 2 unconnected molecules or ions with the total composition C4H6ClPS from OMol25. Energies are from the ωB97M-V functional and the def2-TZVPD basis.

Values from the calculation:
DFT total energy = -36888.6379 eV
energy relative to the best compared isomer or geometry (same formula, charge and spin) = 83.2 kcal per mole
spin multiplicity = 1
frontier orbital gap = 9.2 eV
SMILES string = C=CP(S)Cl.C#C

```
13
Properties=species:S:1:pos:R:3:mulliken_charge:R:1
Cl -0.569 -0.429 -2.039 -0.192
S 0.437 0.425 1.002 -0.232
P -0.175 1.079 -0.823 0.215
C 2.707 -1.679 -0.569 -0.674
C 2.662 -2.458 0.322 -0.129
C -2.430 1.307 0.822 -0.473
C -1.854 1.571 -0.320 -0.086
H -3.439 1.500 0.984 0.259
H 1.584 -0.105 0.562 0.049
H -1.837 0.817 1.485 0.158
H -2.421 2.076 -1.216 0.238
H 2.898 -2.801 1.253 0.394
H 2.437 -1.303 -1.463 0.474
```

Here is 2 unconnected molecules or ions with the total composition C4H7BO2 from OMol25. Energies are from the ωB97M-V functional and the def2-TZVPD basis.

Values from the calculation:
DFT total energy = -9026.8779 eV
energy relative to the best compared isomer or geometry (same formula, charge and spin) = 171.5 kcal per mole
spin multiplicity = 1
frontier orbital gap (alpha / beta) = 9.3 / 6.0 eV

```
14
Properties=species:S:1:pos:R:3:mulliken_charge:R:1
O -2.322 1.181 0.272 -0.316
O 1.504 1.372 1.088 -0.462
C 1.602 1.380 -0.084 -0.035
C -3.256 0.411 0.240 0.004
C 0.490 0.835 -0.861 -0.484
C 0.715 -2.026 0.358 -0.994
B 0.322 -0.751 -0.556 0.099
H -0.377 1.456 -0.613 0.226
H 0.676 1.006 -1.878 0.342
H 1.760 -1.984 0.757 0.296
H 2.490 1.573 -0.671 0.355
H 0.562 -2.928 -0.054 0.386
H 0.053 -2.036 1.184 0.323
H -4.219 0.511 0.818 0.261
```

Here is 2 unconnected molecules or ions with the total composition C27H31O3Si from OMol25. Energies are from the ωB97M-V functional and the def2-TZVPD basis.

Values from the calculation:
DFT total energy = -42515.3249 eV
energy relative to the best compared isomer or geometry (same formula, charge and spin) = 38.5 kcal per mole
charge = +1
spin multiplicity = 1
frontier orbital gap = 3.3 eV

```
62
Properties=species:S:1:pos:R:3:mulliken_charge:R:1
Si 1.565 1.673 1.029 0.282
O 0.280 0.550 0.603 -0.540
O -0.547 0.624 9.048 -0.444
O -1.484 1.930 0.822 -0.446
C 2.834 0.375 1.416 -0.930
C -2.362 -1.908 7.056 -0.660
C -0.852 -0.324 8.069 0.153
C 0.109 -0.578 7.080 -0.435
C -1.863 4.483 8.160 -0.500
C -0.983 0.706 0.856 0.700
C -5.215 -4.256 4.560 -0.736
C -2.359 2.234 8.925 -0.311
C 0.974 2.640 2.507 -0.951
C -0.997 1.938 8.819 0.656
C -4.195 -3.368 4.902 -0.326
C -2.880 1.872 1.292 -0.453
C -1.546 -1.690 1.098 -1.362
C 1.990 2.702 -0.464 -1.008
C -0.054 2.894 8.419 -0.363
C -2.097 -0.968 8.046 -0.368
C -2.781 3.526 8.605 -0.546
C -0.231 -1.390 6.019 -0.808
C -3.758 -5.381 2.981 -0.634
C -2.884 -3.550 4.371 0.834
C -1.750 -2.768 4.730 -0.298
C -3.164 0.393 1.491 -0.359
C -1.882 -0.281 1.295 0.530
C -1.505 -2.028 5.917 0.567
C -0.505 4.163 8.059 -0.452
C -5.022 -5.242 3.578 -0.336
C -2.702 -4.578 3.388 -0.458
H 0.486 1.993 3.250 0.287
H 1.841 3.110 2.992 0.418
H -3.917 0.062 0.762 0.227
H 0.510 -1.593 5.249 0.439
H -1.383 -1.917 0.034 0.399
H 2.332 2.069 -1.295 0.308
H -3.499 2.342 0.524 0.251
H -0.615 -1.935 1.620 0.142
H -3.216 -2.572 7.179 0.726
H -3.842 3.768 8.700 0.367
H -3.058 1.447 9.231 0.263
H -4.387 -2.535 5.584 0.674
H -1.695 -4.741 2.992 0.365
H 0.220 4.899 7.704 0.372
H 2.807 3.396 -0.212 0.349
H -2.322 -2.361 1.483 0.320
H 0.272 3.437 2.228 0.268
H -6.183 -4.189 5.063 0.393
H 3.731 0.809 1.872 0.358
H -0.881 -2.882 4.079 0.239
H 3.133 -0.149 0.498 0.303
H -3.599 -6.133 2.207 0.406
H -2.829 -0.719 8.817 0.517
H -2.205 5.484 7.895 0.393
H 1.001 2.606 8.356 0.429
H 1.138 3.297 -0.818 0.314
H -5.848 -5.887 3.266 0.394
H -2.924 2.437 2.230 0.250
H -3.597 0.232 2.486 0.156
H 2.428 -0.376 2.106 0.224
H 1.084 -0.099 7.144 0.451
```

Here is C6H11N3O3 in the gas phase from OMol25. Energies are from the ωB97M-V functional and the def2-TZVPD basis.

Values from the calculation:
DFT total energy = -17012.5770 eV
energy relative to the best compared isomer or geometry (same formula, charge and spin) = 32.2 kcal per mole
spin multiplicity = 1
frontier orbital gap = 10.5 eV
SMILES string = CCC(NC=O)(NC=O)NC=O

```
23
Properties=species:S:1:pos:R:3:mulliken_charge:R:1
O 0.121 -2.845 -0.516 -0.494
O -2.653 -0.853 0.614 -0.537
O 2.911 0.341 0.531 -0.482
N -1.096 -0.044 -0.836 -0.001
N 1.163 -0.309 -0.796 -0.161
N -0.083 -1.207 1.094 -0.153
C 0.157 1.231 0.878 -1.062
C -2.322 -0.420 -0.465 -0.267
C 0.154 2.376 -0.099 -1.519
C -0.262 -2.497 0.574 0.044
C 0.033 -0.109 0.169 0.323
C 2.472 -0.176 -0.457 -0.059
H 1.010 -0.983 -1.461 0.321
H -0.888 -3.229 1.256 0.291
H 0.399 3.174 0.429 0.561
H 0.738 2.067 -0.936 0.318
H -0.814 0.249 -1.741 0.267
H -0.643 1.493 1.458 0.607
H -3.005 -0.390 -1.238 0.494
H 3.063 -0.729 -1.327 0.227
H 0.967 1.388 1.449 0.706
H -0.854 2.434 -0.539 0.271
H -0.568 -0.962 1.959 0.307
```

Here is a molecular structure, C2H5FSi from OMol25. Energies are from the ωB97M-V functional and the def2-TZVPD basis.

Values from the calculation:
DFT total energy = -12749.5433 eV
energy relative to the best compared isomer or geometry (same formula, charge and spin) = 20.9 kcal per mole
spin multiplicity = 1
frontier orbital gap = 11.0 eV

```
9
Properties=species:S:1:pos:R:3:mulliken_charge:R:1
Si -0.321 -0.124 -1.600 0.366
F -1.244 -1.354 -1.311 -0.215
C 0.650 -0.679 0.991 -0.509
C 0.500 0.271 0.074 -0.290
H 0.192 -1.796 0.984 0.177
H 1.060 1.200 0.123 0.341
H -1.534 1.303 -1.865 -0.062
H 0.638 -0.427 -2.730 -0.055
H 1.201 -0.500 1.927 0.247
```